27
Properties=species:S:1:pos:R:3 method="wB97M-V/def2-TZVPD" gap_ev=9.988 smiles="CC(=O)OC[C@@](S)(OC=O)[C@H](Br)[C@H](C)Br"
C -0.94 -1.37 3.97
C -0.20 -2.23 2.78
O -0.36 -3.54 2.55
O 0.74 -1.49 1.90
C 0.07 -1.27 0.58
C 0.41 0.25 0.01
S -0.53 1.44 1.17
O 1.83 0.63 0.12
C 2.73 -0.38 -0.44
O 3.27 -1.42 0.22
C -0.25 0.48 -1.48
Br 0.17 -0.94 -2.83
C 0.07 1.99 -2.11
C -1.04 2.18 -3.35
Br 1.90 2.13 -2.91
H -1.10 -2.00 4.94
H -1.94 -0.96 3.50
H -0.19 -0.49 4.25
H -1.10 -1.30 0.82
H 0.36 -2.14 -0.15
H -1.60 0.70 1.70
H 3.06 -0.23 -1.57
H -1.43 0.46 -1.32
H -0.17 2.87 -1.35
H -0.46 1.90 -4.36
H -1.41 3.31 -3.41
H -1.91 1.41 -3.24

=====

33
Properties=species:S:1:pos:R:3 method="wB97M-V/def2-TZVPD" gap_ev=10.059 smiles="O=CCNC(=O)O.O.O.O.O.O.O.O"
O 0.05 -2.44 -1.95
C 0.79 -2.44 -0.97
C 1.97 -1.55 -0.91
N 1.52 -0.07 -1.29
C 0.70 0.52 -0.40
O 1.18 0.31 0.87
O -0.34 1.10 -0.70
H 0.66 -3.07 0.06
H 2.45 -1.52 0.09
H 2.61 -1.74 -1.79
H 1.26 0.07 -2.30
H 0.69 -0.43 1.41
H -1.74 2.26 -1.45
H -1.87 3.40 -0.38
O -2.23 3.00 -1.17
H -0.31 -0.55 -2.92
H -0.81 -1.23 -3.96
O -0.19 -0.53 -3.90
H 0.18 -3.17 2.30
H 0.97 -2.54 3.29
O 0.97 -2.69 2.36
H -2.97 1.26 -0.21
H -4.28 1.38 0.57
O -3.66 0.88 0.20
H 0.98 3.27 -0.47
H 0.80 3.23 0.93
O 0.45 3.58 0.22
H 2.55 1.14 4.03
H 2.31 0.50 2.64
O 1.88 0.73 3.46
H -2.65 -0.25 0.77
H -1.85 -1.44 0.38
O -2.08 -0.96 1.19

=====

73
Properties=species:S:1:pos:R:3 method="wB97M-V/def2-TZVPD" gap_ev=6.919
Co -0.19 1.09 -0.02
O 5.40 -0.71 -3.38
C 4.28 -0.69 -3.90
O 3.87 -0.90 -5.04
C 3.13 -0.35 -2.88
C 1.81 -0.46 -3.29
C 0.83 -0.18 -2.36
N 1.17 0.26 -1.16
C 2.41 0.19 -0.68
C 3.45 -0.08 -1.55
C 2.34 0.11 0.79
C 3.41 -0.14 1.62
C 3.18 -0.40 2.96
C 1.88 -0.41 3.43
C 0.84 -0.13 2.55
N 1.06 0.12 1.26
C -0.61 -0.52 -2.35
C -1.27 -1.17 -3.37
C -2.59 -1.53 -3.20
C -3.22 -1.23 -2.00
C -2.50 -0.59 -1.01
N -1.22 -0.25 -1.17
H 1.64 -0.81 -4.30
H 4.49 -0.17 -1.27
H 4.41 -0.13 1.21
H 4.00 -0.60 3.63
H 1.65 -0.62 4.46
H -0.19 -0.07 2.87
H -0.74 -1.39 -4.29
H -3.13 -2.04 -3.99
H -4.26 -1.48 -1.83
H -2.95 -0.31 -0.07
C -1.84 2.33 -2.48
N -0.83 2.41 -1.43
C -0.10 3.48 -1.40
C 0.81 3.64 -0.34
C 1.64 4.67 0.11
C 2.13 4.26 1.34
C 1.58 3.00 1.60
N 0.79 2.63 0.59
C -3.22 2.83 -2.12
C -3.61 3.09 -0.82
C -4.91 3.51 -0.55
C -5.82 3.68 -1.57
C -5.43 3.44 -2.88
C -4.14 3.02 -3.15
H -1.93 1.30 -2.83
H -1.48 2.90 -3.35
H -0.23 4.24 -2.17
H 1.84 5.60 -0.41
H 2.80 4.80 1.99
H 1.73 2.38 2.47
H -2.90 2.98 -0.01
H -5.20 3.71 0.48
H -6.83 4.01 -1.36
H -6.13 3.58 -3.70
H -3.83 2.84 -4.18
F -7.46 1.48 5.98
C -6.53 2.45 5.93
F -6.03 2.58 7.17
F -7.18 3.60 5.65
C -5.45 2.17 4.92
C -4.43 3.10 4.78
C -3.42 2.87 3.86
C -3.42 1.71 3.08
C -4.46 0.79 3.24
C -5.47 1.01 4.16
C -2.39 1.48 2.12
C -1.52 1.38 1.27
H -4.42 4.00 5.38
H -2.62 3.58 3.74
H -4.47 -0.11 2.64
H -6.27 0.30 4.27

=====

9
Properties=species:S:1:pos:R:3 method="wB97M-V/def2-TZVPD" gap_ev="9.594 / 9.598"
C 1.01 -0.63 -0.59
N -0.96 -0.16 0.46
N -0.11 0.27 -0.33
O -0.11 1.64 -0.88
O -1.97 0.62 0.97
Cl 2.33 0.02 0.43
H 0.87 -1.61 -0.32
H 1.20 -0.53 -1.61
H -2.26 0.36 1.86

=====

Number 1: DFT total energy -167594.7629 eV. Number 2: DFT total energy -25382.3288 eV. Number 3: DFT total energy -96099.2471 eV. Number 4: DFT total energy -20677.6918 eV.